80
Properties=species:S:1:pos:R:3 method="wB97M-V/def2-TZVPD" charge=0 multiplicity=1 gap_ev=7.70
C 0.541 -0.520 -1.856
C 1.701 0.342 -1.339
C 1.295 1.797 -1.086
C 1.419 2.675 -2.328
C 0.801 4.064 -2.101
C -0.503 4.038 -1.358
C -0.711 4.742 -0.247
C -1.974 4.685 0.512
O -2.120 5.308 1.544
C -3.053 3.817 -0.027
C -2.898 3.089 -1.134
B -4.050 2.121 -1.631
O -5.352 2.614 -1.590
N -3.738 0.757 -1.985
C -4.684 0.167 -2.927
C -3.669 -0.050 -0.756
C -1.603 3.159 -1.881
O -1.439 2.531 -2.905
H -0.267 0.100 -2.256
H 0.859 -1.195 -2.654
H 0.110 -1.131 -1.058
H 2.129 -0.091 -0.436
H 2.490 0.352 -2.099
H 1.910 2.210 -0.278
H 0.258 1.799 -0.726
H 0.969 2.170 -3.184
H 2.480 2.819 -2.554
H 1.496 4.650 -1.491
H 0.684 4.603 -3.046
H 0.057 5.389 0.168
H -3.976 3.801 0.543
H -5.683 2.999 -2.405
H -4.717 0.762 -3.842
H -5.699 0.075 -2.516
H -4.340 -0.833 -3.203
H -3.252 -1.034 -0.984
H -3.009 0.433 -0.031
H -4.657 -0.171 -0.289
C 5.785 -4.506 -0.751
C 4.359 -4.939 -1.002
O 3.499 -4.583 0.109
C 3.077 -3.329 0.133
O 3.310 -2.463 -0.657
C 2.145 -3.113 1.352
F 2.658 -3.645 2.465
F 0.959 -3.700 1.117
F 1.940 -1.818 1.556
H 6.153 -4.931 0.183
H 6.420 -4.855 -1.565
H 5.860 -3.422 -0.696
H 4.273 -6.021 -1.069
H 3.957 -4.495 -1.912
C -0.348 3.789 4.217
C 0.589 4.650 3.404
O 1.973 4.473 3.818
C 2.588 3.410 3.332
O 2.131 2.567 2.617
C 4.073 3.413 3.774
F 4.201 3.693 5.074
F 4.745 4.344 3.079
F 4.631 2.231 3.539
H -0.233 3.998 5.280
H -1.376 4.008 3.928
H -0.158 2.731 4.044
H 0.398 5.708 3.557
H 0.514 4.431 2.339
C -1.153 -6.038 -1.400
C -2.328 -6.162 -0.458
O -2.048 -5.527 0.814
C -2.202 -4.215 0.851
O -2.558 -3.494 -0.034
C -1.886 -3.688 2.274
F -0.763 -4.222 2.758
F -2.893 -4.004 3.102
F -1.755 -2.366 2.257
H -0.253 -6.450 -0.943
H -1.362 -6.590 -2.317
H -0.969 -4.996 -1.659
H -2.529 -7.199 -0.199
H -3.232 -5.722 -0.877

---

129
Properties=species:S:1:pos:R:3 method="wB97M-V/def2-TZVPD" charge=0 multiplicity=1 gap_ev=8.61
C 1.254 5.047 -1.452
P 2.667 3.965 -1.978
O 2.108 2.432 -1.756
P 4.235 4.128 -0.409
N 4.458 5.820 -0.137
C 3.434 3.493 1.112
C 3.815 2.261 1.626
C 3.121 1.873 2.745
C 2.158 2.672 3.283
N 1.783 3.873 2.851
C 2.457 4.229 1.751
H 1.581 5.835 -0.784
H 0.758 5.450 -2.322
H 0.568 4.439 -0.869
H 2.005 1.974 -2.592
H 4.735 6.220 -1.030
H 3.604 6.305 0.132
H 4.585 1.682 1.151
H 3.329 0.924 3.211
H 1.643 2.299 4.161
H 2.204 5.196 1.334
C 3.656 -4.708 0.904
O 3.862 -3.293 0.870
C 2.817 -2.595 0.439
O 1.758 -3.048 0.088
O 3.139 -1.305 0.457
C 2.093 -0.427 0.028
H 4.580 -5.145 1.272
H 2.843 -4.961 1.581
H 3.448 -5.090 -0.093
H 1.228 -0.510 0.684
H 1.811 -0.640 -1.001
H 2.478 0.585 0.085
C 10.307 2.192 2.517
O 8.912 2.065 2.236
C 8.517 0.815 1.998
O 9.218 -0.161 2.006
O 7.207 0.835 1.757
C 6.641 -0.454 1.492
H 10.491 3.249 2.690
H 10.573 1.629 3.410
H 10.902 1.856 1.671
H 6.769 -1.115 2.349
H 7.086 -0.898 0.604
H 5.579 -0.307 1.318
C -0.970 -3.773 -0.013
O -2.373 -3.896 -0.295
C -2.783 -5.141 -0.524
O -2.096 -6.127 -0.511
O -4.094 -5.105 -0.770
C -4.679 -6.382 -1.029
H -0.776 -2.720 0.153
H -0.708 -4.331 0.883
H -0.376 -4.114 -0.855
H -4.567 -7.037 -0.167
H -4.232 -6.838 -1.911
H -5.736 -6.207 -1.210
C -2.634 4.953 -3.991
O -2.191 3.773 -3.315
C -3.067 2.770 -3.337
O -4.150 2.792 -3.861
O -2.538 1.741 -2.681
C -3.378 0.584 -2.623
H -1.834 5.682 -3.895
H -2.810 4.751 -5.045
H -3.536 5.347 -3.526
H -3.588 0.211 -3.624
H -4.308 0.810 -2.104
H -2.829 -0.170 -2.066
C -8.162 -4.125 4.536
O -7.446 -3.126 3.810
C -6.723 -3.601 2.795
O -6.643 -4.757 2.471
O -6.111 -2.579 2.206
C -5.294 -2.954 1.092
H -8.701 -3.607 5.325
H -8.873 -4.635 3.889
H -7.476 -4.844 4.980
H -5.893 -3.422 0.315
H -4.499 -3.623 1.406
H -4.854 -2.041 0.702
C 4.112 -0.492 8.956
O 3.439 0.564 8.266
C 4.214 1.250 7.431
O 5.381 1.050 7.213
O 3.480 2.187 6.836
C 4.239 2.951 5.897
H 3.372 -0.964 9.595
H 4.499 -1.226 8.251
H 4.920 -0.098 9.569
H 4.646 2.297 5.129
H 5.041 3.492 6.398
H 3.567 3.666 5.432
C -5.923 2.941 -6.330
O -6.502 4.215 -6.648
C -7.814 4.196 -6.842
O -8.528 3.227 -6.771
O -8.214 5.433 -7.129
C -9.618 5.558 -7.362
H -4.863 3.105 -6.191
H -6.341 2.547 -5.408
H -6.074 2.238 -7.148
H -10.181 5.270 -6.477
H -9.922 4.952 -8.214
H -9.802 6.605 -7.582
C 8.768 -4.631 4.305
O 7.781 -3.625 4.077
C 8.016 -2.477 4.716
O 8.951 -2.253 5.437
O 7.035 -1.630 4.418
C 7.156 -0.343 5.037
H 8.460 -5.501 3.734
H 9.744 -4.297 3.957
H 8.816 -4.890 5.361
H 8.072 0.150 4.711
H 7.134 -0.426 6.119
H 6.301 0.241 4.712
C -7.120 -4.014 -7.190
O -6.854 -2.612 -7.168
C -7.901 -1.854 -7.505
O -8.991 -2.260 -7.808
O -7.526 -0.581 -7.445
C -8.554 0.363 -7.781
H -6.197 -4.508 -6.901
H -7.904 -4.269 -6.480
H -7.402 -4.337 -8.191
H -9.391 0.282 -7.091
H -8.893 0.209 -8.805
H -8.122 1.351 -7.690

---

51
Properties=species:S:1:pos:R:3 method="wB97M-V/def2-TZVPD" charge=-1 multiplicity=1 gap_ev=6.30
C 2.611 -0.778 3.162
C 2.539 -2.140 2.376
Br 4.046 -3.406 2.745
C 1.524 -2.485 1.447
Br 1.772 -4.298 0.622
Nb -0.229 -1.098 0.994
C -1.594 -2.755 1.857
C -2.039 0.317 0.846
C -2.273 0.911 -0.612
C -2.562 2.486 -0.656
C -1.523 3.364 0.162
C -2.393 2.908 -2.208
C 1.154 0.589 0.229
C 2.444 0.064 -0.530
C 3.340 1.188 -1.196
F 4.128 0.530 -2.197
Br 2.348 2.618 -2.125
C 4.386 1.882 -0.216
F 5.170 0.953 0.474
F 3.827 2.847 0.615
Br 5.690 2.881 -1.373
P -0.611 -2.047 -1.356
P -2.726 -2.506 -1.741
O -3.660 -2.126 -0.605
O -3.270 -1.770 -3.177
O -2.957 -4.185 -1.998
H 1.793 -0.745 3.937
H 3.603 -0.723 3.718
H 2.543 0.140 2.513
H -0.080 -0.507 2.729
H -0.970 -3.370 2.582
H -1.951 -3.434 1.016
H -2.444 -2.309 2.450
H -1.862 1.123 1.639
H -2.962 -0.245 1.213
H -3.206 0.417 -1.044
H -1.443 0.717 -1.354
H -3.631 2.722 -0.382
H -1.709 4.452 -0.121
H -1.728 3.290 1.280
H -0.460 3.063 -0.063
H -1.347 2.563 -2.498
H -2.429 4.036 -2.280
H -3.160 2.394 -2.869
H 0.514 1.185 -0.489
H 1.433 1.315 1.069
H 2.238 -0.730 -1.310
H 3.105 -0.440 0.253
H 0.016 -3.340 -1.530
H -2.730 -0.987 -3.391
H -2.276 -4.526 -2.607

---

27
Properties=species:S:1:pos:R:3 method="wB97M-V/def2-TZVPD" charge=0 multiplicity=1 de_lowest_kj_mol=178.0 gap_ev=9.11
C 0.342 -0.160 -2.888
C 0.299 0.648 -1.611
C 1.483 0.782 -0.824
C 1.384 1.564 0.268
C 0.280 2.409 0.620
O 0.529 3.057 1.782
C -0.895 2.089 -0.039
C -0.872 1.203 -1.128
H 1.148 -0.900 -2.739
H 0.752 0.434 -3.703
H -0.557 -0.740 -3.058
H 2.373 0.283 -1.173
H 2.221 1.774 0.926
H -0.213 3.540 2.144
H -1.796 2.696 0.040
H -1.853 0.884 -1.458
C 0.696 -2.388 0.952
C -0.798 -2.147 0.936
C -1.218 -0.804 1.554
H 1.181 -1.811 0.161
H 1.030 -3.427 0.847
H 1.216 -2.148 1.882
H -1.151 -2.174 -0.102
H -1.307 -2.978 1.435
H -2.255 -0.736 1.206
H -1.472 -0.962 2.611
H -0.546 0.010 1.359

---

17
Properties=species:S:1:pos:R:3 method="wB97M-V/def2-TZVPD" charge=0 multiplicity=1 de_lowest_kj_mol=511.3 gap_ev=9.82
C 2.236 0.103 0.263
C 0.963 -0.357 -0.456
C -0.242 -0.099 0.441
C -1.732 -1.013 -0.565
O -0.271 -0.719 1.612
C -0.755 1.281 0.399
C -1.150 2.419 0.403
H 3.121 -0.135 -0.338
H 2.323 -0.402 1.228
H 2.227 1.184 0.439
H 1.014 -1.434 -0.640
H 0.845 0.158 -1.416
H -2.749 -0.775 -0.227
H -1.553 -0.478 -1.500
H -1.612 -2.088 -0.758
H -1.153 -1.070 0.690
H -1.511 3.425 0.426

---

60
Properties=species:S:1:pos:R:3 method="wB97M-V/def2-TZVPD" charge=0 multiplicity=1 de_lowest_kj_mol=33.1 gap_ev=10.03
C 2.382 -6.573 4.485
C 2.267 -5.834 3.157
C 1.634 -6.713 2.080
C 1.601 -6.059 0.699
C 0.658 -4.860 0.613
C 0.555 -4.326 -0.813
C -0.392 -3.132 -0.920
C -0.499 -2.630 -2.358
C -1.550 -1.536 -2.549
C -1.272 -0.235 -1.794
C 0.047 0.422 -2.198
C 0.135 1.890 -1.779
C 0.098 2.083 -0.264
C 0.436 3.510 0.168
C -0.606 4.533 -0.278
C -0.247 5.945 0.185
O 0.990 6.372 -0.358
C -1.347 6.982 -0.163
N -0.933 8.342 0.148
C -2.675 6.707 0.558
O -3.442 5.679 -0.018
H 2.830 -5.933 5.242
H 1.400 -6.883 4.835
H 3.001 -7.461 4.376
H 1.665 -4.936 3.300
H 3.261 -5.522 2.828
H 0.617 -6.975 2.380
H 2.206 -7.643 2.011
H 1.280 -6.806 -0.032
H 2.611 -5.744 0.424
H 1.014 -4.062 1.268
H -0.334 -5.157 0.959
H 0.201 -5.124 -1.471
H 1.548 -4.031 -1.161
H -1.383 -3.425 -0.565
H -0.030 -2.331 -0.273
H 0.475 -2.267 -2.689
H -0.767 -3.473 -3.001
H -2.521 -1.923 -2.230
H -1.622 -1.311 -3.616
H -2.090 0.458 -2.005
H -1.276 -0.428 -0.721
H 0.149 0.367 -3.285
H 0.883 -0.125 -1.758
H 1.069 2.307 -2.165
H -0.691 2.435 -2.240
H 0.820 1.403 0.194
H -0.892 1.824 0.115
H 0.508 3.540 1.258
H 1.414 3.791 -0.230
H -1.583 4.265 0.123
H -0.679 4.539 -1.369
H -0.087 5.956 1.270
H 0.961 6.235 -1.312
H -1.521 6.947 -1.250
H 0.005 8.490 -0.216
H -0.873 8.455 1.156
H -2.486 6.393 1.587
H -3.242 7.648 0.578
H -3.681 5.937 -0.915

---

Number 1: energy -71546.0718 eV, strongest force on any atom 1.0 eV/Å, highest occupied orbital energy -8.86 eV. Number 2: energy -114147.4002 eV, strongest force on any atom 1.7 eV/Å, highest occupied orbital energy -8.39 eV. Number 3: energy -328476.0870 eV, strongest force on any atom 4.1 eV/Å, highest occupied orbital energy -5.25 eV. Number 4: energy -12675.8803 eV, strongest force on any atom 3.4 eV/Å, highest occupied orbital energy -8.30 eV. Number 5: energy -8425.9411 eV, strongest force on any atom 0.5 eV/Å, highest occupied orbital energy -9.23 eV. Number 6: energy -24884.4235 eV, strongest force on any atom 0.8 eV/Å, highest occupied orbital energy -9.22 eV.